The following is a quantum chemistry calculation of C6H3ClN2O3S in the gas phase, from OMol25.

Largest force on an atom ... 0.0650 Eh/bohr
Frontier orbital gap ... 8.5 eV
ΔE to the lowest compared entry with this formula, charge and spin ... 1.404 eV
E_LUMO ... -0.49 eV
Structure (SMILES) ... O=C/N=C1\[C@H]2C(Cl)=CS[C@@]12[N+](=O)[O-]

Last column: natural (NBO) charge in e.
Atoms and positions in Å:
O: 2.63613 2.82873 0.32327  -0.5361
C: 1.81973 2.32547 -0.40429  0.5196
N: 1.39383 1.06644 -0.26450  -0.3972
C: 0.57541 0.27836 0.17504  0.4178
C: -0.62691 -0.16674 0.84480  -0.3381
C: -1.82707 0.21678 0.03773  -0.0220
Cl: -3.03373 1.19503 0.87652  0.0270
C: -1.90133 -0.27269 -1.21038  -0.3962
S: -0.66822 -1.46010 -1.58369  0.3594
C: 0.15912 -1.20109 0.05099  -0.1373
N: 1.01701 -2.17921 0.63208  0.5307
O: 1.24480 -2.00754 1.80448  -0.3679
O: 1.32110 -3.13459 -0.03945  -0.3456
H: 1.41117 2.69818 -1.44403  0.1286
H: -0.77719 -0.25287 1.92257  0.2949
H: -2.74386 0.06584 -1.72114  0.2622